{"formula": "C5H14NO2", "method": "ωB97M-V/def2-TZVPD", "symbols": ["C", "O", "C", "C", "C", "C", "N", "H", "H", "H", "H", "H", "H", "H", "H", "H", "H", "H", "H", "H", "H", "O"], "coordinates": [[-0.83852, -1.80079, -1.01722], [0.56379, -1.61000, -0.95971], [-1.61455, -0.97182, 0.02104], [-0.99588, -0.32273, 1.25623], [0.42729, 0.30322, 1.38843], [0.71412, 2.61929, 0.77035], [0.61913, 1.40971, 0.40624], [-1.19727, -1.51770, -2.01184], [-1.01391, -2.87379, -0.90299], [1.07559, -2.24675, -0.46801], [-2.40902, -1.60415, 0.43115], [-2.02595, -0.16306, -0.57615], [-1.65908, 0.49365, 1.59726], [-1.07395, -1.10118, 2.02404], [0.51111, 0.72184, 2.39007], [1.19369, -0.45786, 1.25154], [0.87695, 3.39407, 0.01388], [0.39568, 2.97885, 1.75038], [0.80926, 1.16831, -0.58715], [1.43356, 0.19581, -2.81350], [2.52991, 0.54817, -1.80680], [1.67803, 0.83692, -2.15724]], "mulliken_charge": [-0.4872, -0.4859, -0.4796, -0.5892, -0.6876, -0.1446, 0.1923, 0.2392, 0.3751, 0.3039, 0.3289, 0.2951, 0.3018, 0.3444, 0.4335, 0.2521, 0.2838, 0.2852, 0.2932, 0.3091, 0.3293, -0.6927], "homo_lumo_gap_ev": 9.4231, "total_energy_ha": -403.8619, "charge": 1, "de_lowest_kcal_mol": 49.9, "max_force_ev_per_a": 1.8}